Record 1
132
Properties=species:S:1:pos:R:3:lowdin_charge:R:1 method="wB97M-V/def2-TZVPD" gap_ev=7.967 e_lumo_ha=0.00955 e_above_lowest_kcal_mol=19.3 molar_mass_g_mol=1081.86 total_charge=0
C 4.9403 1.2950 -1.8611 -0.108
C 4.5723 -0.1846 -1.7585 -0.252
C 4.4389 -0.7361 -0.3273 -0.201
C 3.6458 0.1132 0.6726 -0.202
C 2.2370 -0.4198 0.9689 -0.191
C 1.3947 -0.6853 -0.2930 -0.164
C 0.0326 0.0317 -0.3047 -0.131
C -1.2100 -0.7567 -0.7134 -0.330
P -1.1347 -1.3698 -2.4995 1.102
C -2.4395 -2.5302 -3.0131 -0.206
C 0.4956 -1.6760 -3.2057 -0.206
C -1.3970 -2.0300 0.1679 -0.425
O -0.7336 -3.0580 -0.5581 -0.040
C -0.7520 -2.0785 1.6116 -0.156
N 0.3596 -3.0152 1.7704 0.032
O -2.7307 -2.5662 0.3074 -0.157
S -4.1100 -1.8940 -0.1045 0.645
O -4.8104 -1.5867 1.1039 -0.255
O -4.7760 -2.7976 -0.9913 -0.255
C -3.7870 -0.3410 -1.0609 -0.242
S -5.2417 0.6948 -0.6801 0.629
O -6.3467 -0.1789 -0.8984 -0.232
O -5.2159 1.9189 -1.3877 -0.229
F -5.1688 1.0053 0.8329 -0.108
C -2.3304 0.2771 -0.9335 -0.297
B -1.9612 0.9475 -2.4566 -0.735
O -3.0366 1.2842 -3.2933 0.088
N -0.5900 1.3950 -2.9182 -0.165
C -0.3116 2.8370 -2.8512 -0.153
C -0.4624 1.0798 -4.3708 -0.121
C -2.4200 1.5021 -0.0058 -0.579
Cl -2.5139 3.0465 -0.8308 0.845
C -2.4769 1.5714 1.3304 -0.722
C -2.5205 0.3995 2.2540 -0.091
Cl -2.5645 3.0683 2.1892 0.748
H 4.1455 1.9292 -1.4694 0.060
H 5.0291 1.5667 -2.9115 0.069
H 5.8608 1.5165 -1.3276 0.062
H 5.3761 -0.7413 -2.2439 0.104
H 3.6831 -0.3615 -2.3642 0.083
H 5.4387 -0.9601 0.0236 0.087
H 3.9337 -1.7016 -0.4191 0.109
H 4.1918 0.0955 1.6178 0.103
H 3.5652 1.1604 0.3864 0.095
H 1.7388 0.2795 1.6442 0.109
H 2.3664 -1.3492 1.5245 0.092
H 1.9675 -0.3033 -1.1356 0.089
H 1.3262 -1.7591 -0.4419 0.094
H 0.1304 0.9341 -0.8939 0.109
H -0.1418 0.3802 0.7135 0.097
H -3.3447 -2.0685 -3.3901 0.045
H -2.6662 -3.2640 -2.2445 0.024
H -2.0525 -3.1276 -3.8408 0.058
H 0.9994 -0.7317 -3.3815 0.027
H 0.3690 -2.1853 -4.1605 0.058
H 1.1407 -2.3118 -2.6008 0.045
H -1.1931 -3.8859 -0.3915 0.124
H -1.5580 -2.3739 2.2867 0.125
H -0.4012 -1.1145 1.9539 0.083
H 0.9495 -2.6918 2.5206 0.070
H 0.0247 -3.9426 1.9786 0.077
H -3.9909 -0.6629 -2.0744 0.085
H -3.3347 0.5441 -3.8205 0.096
H -0.0764 3.1746 -1.8436 0.054
H 0.5100 3.1104 -3.5103 0.081
H -1.1778 3.4288 -3.1708 0.072
H 0.6055 1.0112 -4.5874 0.082
H -0.9486 0.1465 -4.6194 0.055
H -0.8416 1.9061 -4.9735 0.089
H -3.2144 0.6351 3.0594 0.075
H -1.5571 0.2950 2.7520 0.088
H -2.8804 -0.5216 1.8209 0.051
F -2.3670 0.8804 6.9806 0.053
C -3.3269 1.8063 6.7713 -0.282
C -3.4630 2.3515 5.5110 -0.033
C -4.4529 3.2985 5.2962 -0.085
C -5.2808 3.6912 6.3391 -0.093
C -5.1215 3.1319 7.5994 -0.084
C -4.1399 2.1770 7.8224 -0.020
H -2.8036 2.0381 4.7175 0.061
H -4.5775 3.7288 4.3118 0.086
H -6.0501 4.4322 6.1686 0.101
H -5.7637 3.4389 8.4138 0.104
H -4.0036 1.7230 8.7947 0.117
F -3.8417 -5.0138 -3.8798 0.037
C -3.7544 -6.0695 -3.0405 -0.283
C -2.8569 -7.0778 -3.3266 -0.018
C -2.7680 -8.1546 -2.4560 -0.086
C -3.5746 -8.2085 -1.3275 -0.097
C -4.4708 -7.1807 -1.0642 -0.075
C -4.5636 -6.0952 -1.9232 -0.011
H -2.2434 -7.0174 -4.2159 0.117
H -2.0672 -8.9526 -2.6608 0.104
H -3.5042 -9.0514 -0.6533 0.101
H -5.1012 -7.2215 -0.1864 0.108
H -5.2450 -5.2767 -1.7315 0.110
F -4.9946 -1.3776 -6.4455 0.048
C -5.6867 -2.4655 -6.8511 -0.283
C -6.2763 -2.4578 -8.0984 -0.019
C -6.9806 -3.5811 -8.5073 -0.085
C -7.0908 -4.6823 -7.6688 -0.096
C -6.4912 -4.6635 -6.4169 -0.077
C -5.7790 -3.5485 -6.0028 -0.017
H -6.1834 -1.5866 -8.7328 0.117
H -7.4447 -3.5953 -9.4841 0.104
H -7.6440 -5.5540 -7.9915 0.100
H -6.5774 -5.5178 -5.7589 0.106
H -5.2980 -3.5152 -5.0353 0.098
F 7.0589 0.4545 0.8232 0.046
C 7.1814 1.2591 1.9018 -0.283
C 8.0630 0.9061 2.9025 -0.016
C 8.1854 1.7382 4.0060 -0.077
C 7.4255 2.8961 4.0962 -0.089
C 6.5425 3.2272 3.0776 -0.075
C 6.4182 2.4068 1.9656 -0.019
H 8.6404 -0.0045 2.8141 0.117
H 8.8764 1.4813 4.7973 0.106
H 7.5229 3.5389 4.9601 0.086
H 5.9471 4.1276 3.1475 0.105
H 5.7412 2.6484 1.1566 0.111
F 8.8546 5.0788 6.3985 0.046
C 8.9761 6.2882 5.8118 -0.290
C 7.8480 7.0648 5.6421 -0.021
C 7.9769 8.3083 5.0411 -0.083
C 9.2202 8.7521 4.6132 -0.096
C 10.3398 7.9514 4.7905 -0.083
C 10.2228 6.7100 5.3978 -0.017
H 6.8871 6.6969 5.9769 0.117
H 7.1032 8.9313 4.9070 0.105
H 9.3158 9.7208 4.1420 0.101
H 11.3093 8.2930 4.4545 0.105
H 11.0838 6.0735 5.5514 0.118

=====

Record 2
137
Properties=species:S:1:pos:R:3:lowdin_charge:R:1 method="wB97M-V/def2-TZVPD" gap_ev=5.258 e_lumo_ha=-0.00884 molar_mass_g_mol=1257.80 total_charge=-1
C 5.0242 0.9719 -1.6726 -0.102
C 3.7401 0.2136 -1.3358 -0.260
C 3.6642 -0.0924 0.1551 -0.221
C 2.5280 -1.0173 0.5823 -0.350
C 2.6099 -1.2270 2.1032 -0.069
C 2.4115 -2.3610 -0.1860 -0.413
O 1.7878 -2.1431 -1.4450 -0.119
C 0.6504 -2.9374 -1.7765 -0.279
C 0.5571 -3.1492 -3.3048 -0.169
C 1.8223 -3.4702 -4.0937 -0.176
N 2.7666 -2.3797 -4.3820 -0.067
C 2.1747 -1.4464 -5.3730 -0.186
C 2.8925 -0.0977 -5.4331 -0.067
C 3.9669 -2.9261 -4.9117 -0.514
C 5.2110 -2.0837 -4.7855 0.010
O 4.0242 -4.0226 -5.4019 0.090
C -0.6891 -2.3622 -1.1502 -0.611
Br -2.2040 -2.9560 -2.2972 0.939
O -0.7166 -1.0139 -0.9675 -0.104
C -0.4094 -0.0755 -2.0045 -0.220
C -0.1528 1.2326 -1.2465 -0.157
C 0.5792 2.2811 -2.0602 -0.302
C 0.4357 3.6815 -1.4935 -0.616
I 1.3039 3.8582 0.4510 0.796
C -1.5667 0.2044 -2.9972 -0.714
O -1.1699 0.5376 -4.1247 -0.022
O -2.7130 0.1581 -2.5413 -0.046
C -0.9547 -2.9874 0.2881 -0.324
C -0.9473 -1.9824 1.4190 0.000
F -2.2058 -3.6137 0.3819 -0.097
P 4.1096 -3.1460 -0.3938 1.073
C 3.9307 -4.4233 -1.7077 -0.419
C 5.2051 -5.2657 -1.8720 -0.155
C 4.2552 -4.0374 1.2322 -0.396
C 4.3784 -5.5636 1.2028 -0.158
H 4.9544 1.4575 -2.6466 0.058
H 5.2258 1.7432 -0.9302 0.069
H 5.8584 0.2708 -1.7080 0.068
H 2.8682 0.8138 -1.5941 0.080
H 3.6997 -0.7089 -1.9130 0.073
H 4.6273 -0.4484 0.5277 0.096
H 3.4924 0.8667 0.6595 0.108
H 1.5937 -0.5056 0.3572 0.109
H 3.6454 -1.3084 2.4354 0.076
H 2.1544 -0.3873 2.6271 0.073
H 2.0890 -2.1258 2.4313 0.065
H 1.8176 -3.0216 0.4488 0.100
H 0.7870 -3.9388 -1.3575 0.138
H 0.0202 -2.3291 -3.7719 0.079
H -0.0297 -4.0569 -3.4073 0.082
H 1.4711 -3.8754 -5.0502 0.127
H 2.3458 -4.2870 -3.6089 0.093
H 2.2269 -1.9059 -6.3681 0.124
H 1.1217 -1.3028 -5.1545 0.107
H 3.6553 -0.0830 -6.2121 0.064
H 3.3908 0.1064 -4.4893 0.055
H 2.1901 0.7029 -5.6487 0.076
H 6.0174 -2.7443 -4.4813 0.085
H 5.0760 -1.2799 -4.0713 0.060
H 5.4476 -1.6404 -5.7518 0.085
H 0.4724 -0.3457 -2.5846 0.139
H 0.3274 1.0278 -0.2908 0.077
H -1.1373 1.6486 -1.0073 0.128
H 0.1387 2.3058 -3.0605 0.116
H 1.6384 2.0540 -2.1633 0.081
H -0.6148 3.9464 -1.4024 0.050
H 0.9281 4.4214 -2.1146 0.012
H -0.2456 -3.7953 0.4541 0.126
H -1.0608 -2.5194 2.3606 0.092
H -1.7979 -1.3203 1.2969 0.078
H -0.0486 -1.3868 1.4510 0.060
H 3.0575 -5.0640 -1.5749 0.080
H 3.8087 -3.8317 -2.6105 0.025
H 5.1524 -6.1768 -1.2828 0.047
H 6.0892 -4.7040 -1.5741 0.062
H 5.3007 -5.5780 -2.9111 0.067
H 5.1126 -3.6059 1.7450 0.062
H 3.3853 -3.7849 1.8402 0.050
H 4.2253 -5.9613 2.2056 0.066
H 5.3884 -5.8574 0.9194 0.060
H 3.6828 -6.0237 0.5072 0.060
C -6.1712 -2.4723 0.6906 0.070
C -6.2715 -2.2646 2.0082 -0.242
C -5.5116 -1.1645 2.7077 -0.332
O -5.6921 -1.0594 3.9159 0.061
C -4.6404 -0.3312 1.9311 0.050
C -4.5165 -0.5277 0.5967 -0.240
C -5.3017 -1.6207 -0.1111 -0.312
O -5.1812 -1.7237 -1.3102 0.099
O -3.7210 0.1902 -0.1476 0.109
O -7.0425 -2.9848 2.8171 0.079
H -6.7165 -3.2551 0.1825 0.129
H -4.0880 0.4422 2.4467 0.127
H -3.7264 -0.1215 -1.0995 0.093
H -6.9401 -2.5899 3.7058 0.080
C 0.7881 2.4252 4.7089 0.074
C -0.3632 2.0066 5.2528 -0.233
C -1.4529 2.9669 5.6685 -0.313
O -2.4600 2.4812 6.1494 0.105
C -1.2371 4.3870 5.4801 0.072
C -0.0882 4.8046 4.9312 -0.236
C 0.9967 3.8438 4.5073 -0.333
O 1.9936 4.3302 4.0066 0.058
O 0.2061 6.0757 4.7082 0.113
O -0.6541 0.7344 5.4739 0.119
H 1.5712 1.7458 4.4030 0.130
H -2.0195 5.0669 5.7854 0.134
H 1.0869 6.0753 4.2828 0.119
H -1.5554 0.7231 5.8526 0.121
C -11.8608 -1.6682 6.5958 0.070
C -10.9045 -2.1808 5.8082 -0.232
C -9.6334 -1.4271 5.4957 -0.293
O -8.8262 -1.9942 4.7855 0.113
C -9.4535 -0.0992 6.0442 0.085
C -10.4122 0.4127 6.8279 -0.235
C -11.6737 -0.3484 7.1610 -0.316
O -12.4722 0.2053 7.8961 0.097
O -10.3497 1.6145 7.3823 0.115
O -10.9753 -3.3721 5.2391 0.122
H -12.7728 -2.1992 6.8282 0.133
H -8.5439 0.4328 5.8016 0.141
H -11.1737 1.7168 7.8971 0.117
H -10.1489 -3.4790 4.7253 0.124
C 3.0548 8.0015 -2.1539 0.081
C 3.4078 9.1755 -2.6930 -0.237
C 4.0885 9.2737 -4.0373 -0.317
O 4.3528 10.3944 -4.4374 0.095
C 4.3853 8.0548 -4.7578 0.070
C 4.0347 6.8768 -4.2201 -0.232
C 3.3364 6.7806 -2.8833 -0.302
O 3.0521 5.6658 -2.4929 0.089
O 4.2586 5.7088 -4.7955 0.124
O 3.1984 10.3491 -2.1125 0.112
H 2.5659 7.9189 -1.1932 0.138
H 4.8825 8.1346 -5.7139 0.134
H 3.8932 5.0297 -4.1931 0.124
H 3.5487 11.0191 -2.7316 0.116

=====

Record 3
126
Properties=species:S:1:pos:R:3:lowdin_charge:R:1 method="wB97M-V/def2-TZVPD" gap_ev=5.181 e_lumo_ha=0.12994 e_above_lowest_kcal_mol=3.4 molar_mass_g_mol=1084.98 total_charge=-2
Sc -1.1864 -1.6901 -0.0078 0.645
C -0.4207 2.2395 -2.4157 -0.037
C -1.4348 3.1067 -2.0557 -0.057
C -2.3138 2.7107 -1.0708 -0.043
C -2.1289 1.4766 -0.4627 -0.294
N -1.2121 0.5948 -0.8674 0.056
C -0.3724 0.9897 -1.8262 -0.181
C -2.9974 1.0292 0.6406 -0.214
C -3.8013 1.9145 1.3478 -0.006
C -4.6733 1.4052 2.2867 -0.038
C -4.7161 0.0399 2.4994 -0.002
C -3.8342 -0.7758 1.8026 -0.177
N -2.9756 -0.2799 0.9049 0.118
C -3.7391 -2.2267 2.0644 -0.216
C -4.6901 -2.9168 2.8002 -0.013
C -4.4338 -4.2317 3.1577 -0.049
C -3.2422 -4.8080 2.7776 -0.069
C -2.3826 -4.0679 1.9781 -0.241
N -2.6250 -2.8089 1.6154 -0.024
H 0.3133 2.4992 -3.1655 0.110
H -1.5372 4.0751 -2.5266 0.097
H -3.1194 3.3579 -0.7585 0.107
H 0.3596 0.2691 -2.1596 0.038
H -3.6992 2.9771 1.1915 0.106
H -5.3075 2.0683 2.8614 0.109
H -5.3841 -0.3836 3.2336 0.102
H -5.6166 -2.4421 3.0884 0.100
H -5.1662 -4.7974 3.7195 0.109
H -2.9927 -5.8312 3.0212 0.099
H -1.4696 -4.5066 1.6061 0.067
S 0.0699 -2.3125 2.0982 0.641
C 1.8034 -2.2746 1.8906 -0.686
C 2.6637 -2.7323 2.8873 -0.143
C 4.0369 -2.7554 2.6885 -0.133
C 4.5638 -2.3239 1.4766 -0.130
C 3.7188 -1.8583 0.4810 -0.156
C 2.3363 -1.8102 0.6766 -0.676
S 1.2705 -1.1738 -0.5372 0.693
H 2.2389 -3.0783 3.8225 0.087
H 4.6918 -3.1142 3.4746 0.081
H 5.6345 -2.3482 1.3064 0.084
H 4.1209 -1.5242 -0.4682 0.091
C 3.6245 5.6260 3.8383 -0.043
C 2.4407 4.7246 3.4922 -0.669
C 1.2323 5.0859 4.3547 -0.050
C 2.8263 3.2618 3.7050 -0.043
O 2.1237 5.0062 2.1338 -0.186
Si 1.4086 3.9823 1.0094 -0.201
S -0.2631 3.0299 1.6343 0.341
O 2.5507 2.8952 0.5260 -0.158
C 3.6634 2.9465 -0.3452 -0.646
C 3.1682 2.7744 -1.7803 -0.027
C 4.4363 4.2568 -0.1903 -0.028
C 4.5448 1.7632 0.0421 -0.024
O 1.3019 5.0203 -0.3087 -0.171
C 0.7210 6.3068 -0.4185 -0.661
C -0.6177 6.3821 0.3139 -0.052
C 1.6841 7.3617 0.1310 -0.035
C 0.5131 6.5439 -1.9136 -0.036
H 3.8766 5.5493 4.8992 0.077
H 3.3780 6.6651 3.6083 0.077
H 4.4979 5.3405 3.2482 0.074
H 1.4391 4.9050 5.4137 0.077
H 0.3784 4.4833 4.0425 0.041
H 0.9855 6.1428 4.2200 0.079
H 3.1741 3.1144 4.7311 0.083
H 3.6250 2.9763 3.0189 0.075
H 1.9746 2.6057 3.5202 0.062
H 2.4895 3.5910 -2.0329 0.069
H 2.6342 1.8250 -1.8599 0.077
H 4.0057 2.7715 -2.4843 0.081
H 3.8240 5.1019 -0.5049 0.068
H 5.3498 4.2310 -0.7914 0.080
H 4.7102 4.4037 0.8565 0.075
H 3.9385 0.8573 0.0616 0.066
H 4.9644 1.9129 1.0396 0.081
H 5.3660 1.6339 -0.6685 0.083
H -0.4696 6.3229 1.3936 0.074
H -1.2443 5.5348 0.0319 0.058
H -1.1303 7.3187 0.0741 0.079
H 1.9497 7.1153 1.1575 0.068
H 1.2243 8.3540 0.0989 0.078
H 2.5985 7.3831 -0.4672 0.079
H -0.1726 5.7987 -2.3188 0.059
H 1.4675 6.4486 -2.4354 0.082
H 0.1039 7.5400 -2.1017 0.078
Te -3.7027 -5.3653 -0.8330 0.606
C -3.1080 -6.9359 0.4251 -1.115
C -1.8417 -7.2807 0.8277 -0.291
C -1.7972 -8.3603 1.7536 -0.234
C -3.0326 -8.8443 2.0650 -0.476
S -4.2473 -7.9681 1.2118 0.834
H -0.9654 -6.7669 0.4537 0.086
H -0.8803 -8.7593 2.1691 0.087
H -3.2734 -9.6604 2.7287 0.038
C 0.9844 -4.2737 -5.7795 -0.071
C 0.6914 -4.1147 -4.3075 -0.283
C 1.4389 -4.7996 -3.3641 -0.039
C 1.1433 -4.6454 -2.0064 -0.270
C 1.9737 -5.3061 -0.9412 -0.041
C 0.0954 -3.8262 -1.6607 -0.094
C -0.6911 -3.0912 -2.5675 -0.330
C -0.3486 -3.2724 -3.9170 -0.008
N -1.6539 -2.2608 -2.0189 -0.070
C -2.7667 -1.8426 -2.8992 -0.598
C -3.3196 -3.0161 -3.7483 -0.075
C -3.9148 -1.3845 -1.9974 -0.062
C -2.4090 -0.6620 -3.8216 -0.041
H 1.8805 -4.8756 -5.9388 0.062
H 1.1399 -3.3039 -6.2587 0.070
H 0.1544 -4.7636 -6.2958 0.072
H 2.2517 -5.4483 -3.6774 0.102
H 2.1712 -6.3543 -1.1790 0.072
H 1.4770 -5.2563 0.0289 0.073
H 2.9336 -4.7944 -0.8335 0.078
H -0.1193 -3.7645 -0.5945 0.057
H -0.8875 -2.7547 -4.6975 0.087
H -3.0614 -3.9766 -3.3037 0.000
H -2.9501 -3.0072 -4.7741 0.064
H -4.4095 -2.9540 -3.7978 0.074
H -4.2428 -2.2050 -1.3519 0.056
H -4.7632 -1.0543 -2.6028 0.085
H -3.6093 -0.5432 -1.3791 0.043
H -1.4485 -0.8093 -4.3148 0.072
H -2.3608 0.2729 -3.2624 0.055
H -3.1782 -0.5466 -4.5921 0.081

=====

| no. | HOMO (eV) |
| --- | --- |
| 1 | -7.708 |
| 2 | -5.498 |
| 3 | -1.645 |